Entry w
C20H22F12N2O6Sn as an isolated structure, computed with wB97M-V/def2-TZVPD.

Computed properties:
* HOMO: -0.36227 Ha
* multiplicity: 1
* M: 733.09 g mol⁻¹
* LUMO level: -0.025 hartree

Positions of all 63 atoms, in Å:
Sn (0.04256, -0.09161, -0.37063)
O (-0.30300, -1.12850, -2.50103)
C (0.26631, -0.33412, -3.54435)
C (1.53224, 0.38580, -3.09014)
N (1.24691, 1.25918, -1.95589)
C (0.40412, 2.39913, -2.27218)
C (-1.08893, 2.05368, -2.30211)
O (-1.79124, 2.67255, -3.08180)
O (-1.42526, 1.13434, -1.46959)
C (2.39294, 1.64422, -1.13858)
C (1.89795, 2.17795, 0.21328)
O (2.22626, 3.27727, 0.60361)
O (1.16174, 1.30517, 0.82392)
H (0.32742, -1.83937, -2.23626)
H (-0.50200, 0.37913, -3.83414)
H (0.50462, -0.94907, -4.41231)
H (1.92814, 0.96362, -3.93277)
H (2.28049, -0.34506, -2.78835)
H (0.61210, 2.84357, -3.24758)
H (0.51208, 3.15626, -1.49419)
H (2.98813, 2.43388, -1.60336)
H (3.01834, 0.77355, -0.93818)
C (-2.44300, -3.55984, 1.23047)
C (-1.71936, -2.71875, 0.15562)
C (-2.44661, -2.76522, -1.18440)
C (-1.60213, -1.33101, 0.70451)
H (-2.55916, -4.58081, 0.86346)
H (-3.43369, -3.14877, 1.43906)
H (-1.86425, -3.58935, 2.15429)
H (-0.73361, -3.16905, 0.03691)
H (-3.46286, -2.37364, -1.08980)
H (-2.49568, -3.79107, -1.55009)
H (-1.91484, -2.16226, -1.92317)
H (-1.19706, -1.23154, 1.70609)
H (-2.38864, -0.62249, 0.46381)
F (1.24123, -4.42268, -0.78552)
C (2.47161, -3.95787, -0.52273)
F (3.04645, -4.79552, 0.34709)
F (3.16898, -4.00366, -1.66840)
C (2.37919, -2.48617, 0.00034)
O (1.47507, -1.80736, -0.74699)
C (3.79499, -1.82381, -0.10615)
F (3.99754, -1.38055, -1.35900)
F (3.87995, -0.75201, 0.70150)
F (4.79504, -2.65513, 0.19823)
C (1.98605, -2.52774, 1.51251)
F (0.95338, -3.36903, 1.71750)
F (2.98664, -2.91437, 2.30406)
F (1.57140, -1.31124, 1.92259)
F (-2.12414, 6.26811, 2.96282)
C (-2.33205, 5.16944, 3.70629)
F (-3.63224, 5.18189, 4.06928)
F (-1.60628, 5.28925, 4.82792)
C (-2.01633, 3.91137, 2.94754)
C (-2.54493, 3.74128, 1.67823)
C (-2.32288, 2.53425, 1.03729)
N (-1.60333, 1.54421, 1.57391)
C (-1.08399, 1.73769, 2.78573)
C (-1.27117, 2.89676, 3.51885)
H (-3.12099, 4.52142, 1.19921)
H (-2.72988, 2.35039, 0.05040)
H (-0.48626, 0.92669, 3.18799)
H (-0.84406, 3.00663, 4.50540)

Entry x
C20H22F12N2O6Sn as an isolated structure, computed with wB97M-V/def2-TZVPD.

Computed properties:
* HOMO (spin up / spin down): -0.28021 / -0.29564 Ha
* multiplicity: 1
* M: 733.09 g mol⁻¹
* LUMO level (spin up / spin down): -0.014 / -0.032 hartree

Positions of all 63 atoms, in Å:
Sn (0.88326, 0.62194, 0.77312)
O (0.16775, -1.61617, 1.45648)
C (0.66090, -2.92433, 1.17030)
C (1.66864, -3.46863, 2.18106)
N (2.95181, -2.77946, 2.21181)
C (3.89700, -3.09484, 1.30479)
C (3.77835, -1.99315, -0.53475)
O (4.65811, -2.47805, -1.15499)
O (2.86950, -1.23556, -0.39036)
C (3.21037, -1.80089, 3.26679)
C (2.02761, -0.83352, 3.31522)
O (1.04299, -1.15491, 3.97536)
O (2.12451, 0.18102, 2.53485)
H (-0.00031, -1.51645, 2.41593)
H (1.10573, -2.87273, 0.17785)
H (-0.18371, -3.61892, 1.13544)
H (1.84955, -4.51544, 1.92274)
H (1.23929, -3.43882, 3.18221)
H (3.78183, -4.05027, 0.80679)
H (4.90517, -2.76081, 1.50983)
H (4.13003, -1.27420, 3.02679)
H (3.30079, -2.31358, 4.22695)
C (-0.67654, 3.76009, -3.65832)
C (-0.10448, 2.62422, -2.79224)
C (1.40863, 2.52280, -2.98078)
C (-0.46241, 2.82780, -1.36238)
H (-0.44970, 3.58711, -4.71269)
H (-0.23870, 4.71725, -3.36791)
H (-1.75847, 3.83608, -3.54708)
H (-0.56572, 1.69230, -3.13815)
H (1.89509, 3.43521, -2.62651)
H (1.66763, 2.39299, -4.03320)
H (1.82730, 1.68614, -2.41786)
H (-1.41658, 2.50244, -0.97043)
H (0.10633, 3.52757, -0.76163)
F (-1.77895, -0.25397, 3.91977)
C (-1.61567, 1.06914, 3.96262)
F (-2.56959, 1.57136, 4.76206)
F (-0.43285, 1.32900, 4.52132)
C (-1.67296, 1.66752, 2.52126)
O (-0.99423, 0.87520, 1.65882)
C (-1.08542, 3.11395, 2.55643)
F (0.25611, 3.05960, 2.49971)
F (-1.49241, 3.82131, 1.49278)
F (-1.42151, 3.79559, 3.65177)
C (-3.16103, 1.74336, 2.06237)
F (-3.79663, 0.59252, 2.32000)
F (-3.83438, 2.73134, 2.66132)
F (-3.23858, 1.94272, 0.73980)
F (-2.10579, -2.36393, -5.47279)
C (-2.83353, -1.76294, -4.52083)
F (-3.82124, -2.60166, -4.17242)
F (-3.40630, -0.68137, -5.07587)
C (-1.99408, -1.37687, -3.33007)
C (-0.62309, -1.23266, -3.45081)
C (0.08786, -0.83077, -2.33090)
N (-0.49366, -0.59184, -1.16009)
C (-1.81160, -0.74705, -1.04432)
C (-2.60648, -1.13232, -2.10991)
H (-0.11675, -1.42419, -4.38574)
H (1.16358, -0.69628, -2.37038)
H (-2.22769, -0.54862, -0.06555)
H (-3.67464, -1.24239, -1.98541)

The most stable structure shown above is entry w; the least stable is entry x.